A cluster of 2 separate species, C4H13NO in total at a distorted geometry. Source: the Open Molecules 2025 dataset; level of theory: ωB97M-V with the def2-TZVPD basis set.

Calculated values
HOMO energy in eV: -9.248
Orbital gap in eV: 10.234
Largest force on an atom in eV/A: 5.6
Relative energy (zero: lowest compared OMol25 entry of this formula, charge and spin) in kcal/mol: 49.3
Electronic energy in Eh: -290.1183
Charge: 0

Atoms and positions in Å:
C1 -2.67194 0.06204 2.23962
C2 -2.36233 -0.27963 0.80729
O1 -1.07713 0.21462 0.56159
C3 -0.61084 0.57752 -0.83600
C4 -0.27036 2.02777 -1.05436
H1 -2.17500 -0.78254 2.72464
H2 -2.23672 1.05061 2.33408
H3 -3.84326 0.09014 2.34918
H4 -3.16079 0.25731 -0.03234
H5 -2.36497 -1.30498 0.35399
H6 -1.36485 0.23482 -1.56663
H7 0.24952 -0.07948 -0.83159
H8 0.10152 2.21658 -2.05862
H9 0.42726 2.39360 -0.31600
H10 -1.18830 2.58487 -0.88165
N1 5.67467 -1.97075 -0.93306
H11 6.03514 -2.29857 -1.81776
H12 6.12519 -2.58705 -0.23440
H13 4.71318 -2.40688 -0.80799

***

An isolated molecule of C2HF2N at a distorted geometry. Source: the Open Molecules 2025 dataset; level of theory: ωB97M-V with the def2-TZVPD basis set.

Calculated values
HOMO energy in eV: -12.426
Orbital gap in eV: 12.988
Largest force on an atom in eV/A: 5.9
Relative energy (zero: lowest compared OMol25 entry of this formula, charge and spin) in kcal/mol: 12.9
Electronic energy in Eh: -331.2468
Charge: 0

Atoms and positions in Å:
N1 -1.71385 0.46130 -1.24299
C1 -0.81241 0.29931 -0.55048
C2 0.35447 -0.03554 0.29712
F1 0.93357 0.96806 0.96978
F2 0.10889 -1.08410 1.04588
H1 1.12931 -0.60903 -0.51931

***

A structure of composition C25H20ClF3MnN3SSi. Source: the Open Molecules 2025 dataset; level of theory: ωB97M-V with the def2-TZVPD basis set.

Calculated values
HOMO energy (spin up / spin down) in eV: -11.588 / -11.239
Orbital gap (spin up / spin down) in eV: 7.038 / 7.391
Largest force on an atom in eV/A: 1.0
Spin multiplicity: 4
Relative energy (zero: lowest compared OMol25 entry of this formula, charge and spin) in kcal/mol: 12.4
Electronic energy in Eh: -3727.1922
Charge: +1

Atoms and positions in Å:
Mn1 0.86029 0.65472 0.73285
F1 -1.85077 3.79000 5.43756
C1 -1.61370 3.40239 4.17807
F2 -1.05441 4.43247 3.53489
F3 -2.79763 3.15573 3.60151
C2 -0.72382 2.18004 4.13817
C3 -0.26420 1.61343 5.30772
C4 0.56915 0.49737 5.27439
C5 0.91702 -0.00315 4.04554
N1 0.46011 0.53096 2.90240
C6 -0.34979 1.60106 2.92263
S1 -0.83545 2.13377 1.30529
H1 -0.55600 2.04786 6.25397
H2 0.93629 0.03832 6.18046
H3 1.57194 -0.86112 3.94757
Cl1 2.65871 1.94459 1.00493
C7 2.81815 0.17938 0.73659
H4 3.21249 -0.29846 1.62558
H5 3.35394 -0.02529 -0.18190
C8 3.21694 -2.09005 -3.85670
C9 3.68020 -0.80007 -3.64600
C10 2.87436 0.12890 -2.99817
C11 1.59200 -0.21543 -2.55114
C12 1.14271 -1.52339 -2.78148
C13 1.94454 -2.45226 -3.42818
Si1 0.62694 1.08811 -1.69319
C14 -1.14371 1.30665 -2.10408
C15 -1.63274 2.61872 -2.10612
C16 -2.96024 2.88436 -2.41574
C17 -3.81883 1.84150 -2.72805
C18 -3.35340 0.53127 -2.73290
C19 -2.02812 0.26737 -2.42073
H6 3.84217 -2.81403 -4.36319
H7 4.66467 -0.51317 -3.99197
H8 3.24725 1.13741 -2.84934
H9 0.14964 -1.82857 -2.47347
H10 1.57885 -3.45594 -3.60502
H11 1.32477 2.37253 -1.86426
H12 -0.97262 3.44519 -1.86414
H13 -3.32066 3.90462 -2.41652
H14 -4.85233 2.04788 -2.97519
H15 -4.02181 -0.28065 -2.98987
H16 -1.68812 -0.76080 -2.44993
N2 1.47029 -5.63784 0.06994
C20 0.81303 -4.70261 0.17626
C21 0.00106 -3.51512 0.30302
C22 -1.38581 -3.58031 0.37439
C23 -2.10449 -2.40386 0.47036
C24 -1.42455 -1.20153 0.49739
N3 -0.08429 -1.14560 0.43273
C25 0.61902 -2.27807 0.33321
H17 -1.88398 -4.54085 0.35072
H18 -3.18386 -2.40240 0.52277
H19 -1.93380 -0.25055 0.57304
H20 1.69255 -2.19549 0.25335

***

An isolated molecule of C6H9N3 at a distorted geometry. Source: the Open Molecules 2025 dataset; level of theory: ωB97M-V with the def2-TZVPD basis set.

Calculated values
HOMO energy in eV: -8.720
Orbital gap in eV: 9.446
Largest force on an atom in eV/A: 2.3
Relative energy (zero: lowest compared OMol25 entry of this formula, charge and spin) in kcal/mol: 38.3
Electronic energy in Eh: -398.2144
Charge: 0

Atoms and positions in Å:
H1 -1.79306 2.96494 0.43291
N1 -1.12131 2.45510 1.04861
C1 -0.59402 1.43952 0.46949
C2 -0.99697 0.94191 -0.85025
C3 -0.91822 -0.29994 -1.42095
N2 0.03972 -1.28798 -1.18336
C4 -0.09631 -2.01361 0.12949
C5 1.08868 -1.21933 -0.19351
C6 1.47192 0.03382 0.55523
N3 0.36974 0.71390 1.16564
H2 -1.78441 1.55320 -1.31531
H3 -1.62824 -0.50341 -2.30132
H4 -0.04383 -3.10075 0.13689
H5 -0.78330 -1.48048 0.75786
H6 2.01386 -1.71251 -0.64815
H7 2.04038 0.66088 -0.13231
H8 2.11354 -0.32937 1.35898
H9 0.62181 1.18410 1.99006